5 unconnected molecules or ions with the total composition C37H48N2O5P. Source: OMol25; level of theory: the ωB97M-V functional and the def2-TZVPD basis.

highest occupied orbital energy	-10.582	eV
Kohn-Sham gap	7.09	eV
total energy	-2265.40765	Eh
net charge	+1
multiplicity	1

Each atom is followed by the atoms it is bonded to, with distances in Å.
Positions of all 93 atoms, in Å:
1 C 2.2109 -4.6260 2.0312  O2 1.424, H22 1.091, H23 1.088, H24 1.093
2 O 1.0819 -3.7841 1.8193  C1 1.424, C3 1.409
3 C 0.7365 -3.5481 0.4735  O2 1.409, C4 1.502, H25 1.090, H26 1.093
4 C 0.3323 -2.1013 0.4866  C3 1.502, N5 1.294, C15 1.497
5 N 1.1122 -1.1056 0.2115  C4 1.294, P6 1.791, C9 1.485
6 P 2.8237 -1.2686 -0.2906  N5 1.791, C7 1.820, C8 1.816
7 C 3.6712 -0.3903 1.0602  P6 1.820, H27 1.091, H28 1.091, H29 1.090
8 C 2.8603 -0.0735 -1.6574  P6 1.816, H30 1.091, H31 1.090, H32 1.092
9 C 0.3959 0.1724 0.4563  N5 1.485, C10 1.541, H33 1.087, H34 1.092
10 C -0.6019 -0.2623 1.5471  C9 1.541, C11 1.513, O12 1.437, C15 1.552
11 C -1.7138 0.7147 1.8609  C10 1.513, H35 1.086, H36 1.091, H37 1.088
12 O 0.1866 -0.6638 2.6796  C10 1.437, N13 1.472
13 N 0.3186 0.3534 3.7357  O12 1.472, O14 1.149
14 O 1.4238 0.4567 4.0318  N13 1.149
15 C -1.0209 -1.6065 0.8935  C4 1.497, C10 1.552, C16 1.517, H38 1.103
16 C -1.9663 -2.5293 1.6387  C15 1.517, C17 1.551, H39 1.090, H40 1.087
17 C -2.7049 -3.5347 0.7180  C16 1.551, C18 1.526, H41 1.091, H42 1.094
18 C -4.2281 -3.4624 0.7840  C17 1.526, C19 1.512, H43 1.091, H44 1.092
19 C -4.8737 -2.1430 0.4277  C18 1.512, O20 1.198, O21 1.369
20 O -6.0578 -2.0472 0.2741  C19 1.198
21 O -4.0389 -1.0721 0.2551  C19 1.369, H45 0.971
22 H 2.3587 -5.3524 1.2306  C1 1.091
23 H 2.0316 -5.1707 2.9558  C1 1.088
24 H 3.1248 -4.0399 2.1533  C1 1.093
25 H 1.5665 -3.7238 -0.2105  C3 1.090
26 H -0.1221 -4.1611 0.1876  C3 1.093
27 H 4.7042 -0.7376 1.0227  C7 1.091
28 H 3.2514 -0.6924 2.0210  C7 1.091
29 H 3.6491 0.6962 0.9762  C7 1.090
30 H 3.8660 0.3388 -1.7484  C8 1.091
31 H 2.6192 -0.5732 -2.5952  C8 1.090
32 H 2.1682 0.7626 -1.5406  C8 1.092
33 H 1.0765 0.9620 0.7662  C9 1.087
34 H -0.1597 0.4419 -0.4441  C9 1.092
35 H -1.4146 1.4593 2.5924  C11 1.086
36 H -2.0025 1.2414 0.9501  C11 1.091
37 H -2.5919 0.2006 2.2463  C11 1.088
38 H -1.5016 -1.2969 -0.0499  C15 1.103
39 H -1.4171 -3.0921 2.3937  C16 1.090
40 H -2.6972 -1.9036 2.1451  C16 1.087
41 H -2.3989 -4.5394 1.0121  C17 1.091
42 H -2.3976 -3.4143 -0.3253  C17 1.094
43 H -4.6609 -4.1647 0.0700  C18 1.091
44 H -4.5968 -3.7587 1.7677  C18 1.092
45 H -4.5099 -0.2912 0.5879  O21 0.971
46 C 1.9148 4.8042 -3.1972  C47 1.388, C51 1.388, H52 1.082
47 C 1.6630 3.4532 -3.3936  C46 1.388, C48 1.388, H53 1.084
48 C 2.2237 2.7890 -4.4760  C47 1.388, C49 1.388, H54 1.083
49 C 3.0423 3.4753 -5.3619  C48 1.388, C50 1.388, H55 1.083
50 C 3.2955 4.8257 -5.1645  C49 1.388, C51 1.388, H56 1.082
51 C 2.7311 5.4908 -4.0849  C46 1.388, C50 1.388, H57 1.082
52 H 1.4742 5.3231 -2.3556  C46 1.082
53 H 1.0229 2.9197 -2.6998  C47 1.084
54 H 2.0215 1.7365 -4.6342  C48 1.083
55 H 3.4816 2.9589 -6.2060  C49 1.083
56 H 3.9345 5.3625 -5.8536  C50 1.082
57 H 2.9261 6.5447 -3.9368  C51 1.082
58 C -5.4403 0.3351 5.1858  C59 1.388, C63 1.388, H64 1.082
59 C -5.4093 -0.2937 3.9484  C58 1.388, C60 1.390, H65 1.086
60 C -6.3669 0.0061 2.9869  C59 1.390, C61 1.388, H66 1.082
61 C -7.3525 0.9445 3.2581  C60 1.388, C62 1.388, H67 1.082
62 C -7.3832 1.5743 4.4944  C61 1.388, C63 1.389, H68 1.082
63 C -6.4304 1.2689 5.4574  C58 1.388, C62 1.389, H69 1.082
64 H -4.6987 0.0967 5.9374  C58 1.082
65 H -4.6371 -1.0270 3.7377  C59 1.086
66 H -6.3286 -0.4940 2.0287  C60 1.082
67 H -8.0964 1.1808 2.5088  C61 1.082
68 H -8.1525 2.3043 4.7090  C62 1.082
69 H -6.4610 1.7586 6.4219  C63 1.082
70 C 2.0476 -4.1652 5.9455  C71 1.388, C75 1.388, H76 1.084
71 C 2.2988 -4.4799 7.2739  C70 1.388, C72 1.388, H77 1.082
72 C 1.2641 -4.9156 8.0898  C71 1.388, C73 1.388, H78 1.082
73 C -0.0201 -5.0415 7.5779  C72 1.388, C74 1.388, H79 1.082
74 C -0.2711 -4.7291 6.2493  C73 1.388, C75 1.388, H80 1.083
75 C 0.7630 -4.2895 5.4339  C70 1.388, C74 1.388, H81 1.084
76 H 2.8556 -3.8220 5.3104  C70 1.084
77 H 3.3000 -4.3855 7.6736  C71 1.082
78 H 1.4588 -5.1577 9.1263  C72 1.082
79 H -0.8248 -5.3843 8.2151  C73 1.082
80 H -1.2727 -4.8300 5.8504  C74 1.083
81 H 0.5640 -4.0381 4.3984  C75 1.084
82 C 2.6178 5.0778 -10.1001  C83 1.388, C87 1.388, H88 1.083
83 C 3.3868 5.3061 -8.9673  C82 1.388, C84 1.388, H89 1.082
84 C 4.4811 6.1575 -9.0301  C83 1.388, C85 1.388, H90 1.083
85 C 4.8037 6.7862 -10.2247  C84 1.388, C86 1.388, H91 1.082
86 C 4.0334 6.5598 -11.3568  C85 1.388, C87 1.388, H92 1.082
87 C 2.9421 5.7042 -11.2952  C82 1.388, C86 1.388, H93 1.082
88 H 1.7650 4.4128 -10.0512  C82 1.083
89 H 3.1315 4.8179 -8.0357  C83 1.082
90 H 5.0855 6.3333 -8.1485  C84 1.083
91 H 5.6551 7.4525 -10.2737  C85 1.082
92 H 4.2838 7.0508 -12.2881  C86 1.082
93 H 2.3438 5.5263 -12.1794  C87 1.082